{"formula": "C17H28N4O", "method": "ωB97M-V/def2-TZVPD", "elements": ["C", "H", "H", "C", "H", "H", "C", "N", "C", "O", "C", "C", "H", "C", "N", "C", "N", "C", "C", "C", "N", "C", "H", "H", "H", "H", "C", "H", "H", "H", "C", "H", "C", "H", "H", "H", "H", "H", "H", "H", "H", "C", "H", "H", "H", "C", "H", "H", "H", "H"], "positions_angstrom": [[-3.59633, -2.81440, 0.10268], [-2.60855, -2.58207, 0.49509], [-4.29691, -2.83543, 0.93246], [-4.03132, -1.80271, -0.95368], [-5.06457, -2.01011, -1.23636], [-3.41734, -1.93063, -1.84977], [-3.93995, -0.33176, -0.51640], [-2.52576, -0.01111, -0.32126], [-2.03861, 1.17768, 0.09066], [-2.72314, 2.14496, 0.35164], [-0.51775, 1.17509, 0.24183], [0.03101, 2.59901, 0.30828], [-0.34550, 3.07591, 1.21350], [1.56339, 2.55548, 0.29477], [2.03761, 1.36157, 0.96040], [2.96427, 0.56293, 0.39751], [3.57831, 1.01112, -0.70535], [4.51995, 0.24528, -1.23182], [4.86526, -0.97700, -0.66415], [4.16855, -1.36542, 0.47574], [3.22108, -0.60606, 1.00058], [4.45393, -2.66441, 1.16286], [5.47878, -2.67246, 1.53037], [4.33847, -3.49283, 0.46604], [3.77290, -2.79520, 1.99865], [5.63646, -1.59763, -1.09075], [5.19590, 0.75482, -2.46607], [6.26517, 0.85819, -2.28991], [5.05491, 0.05429, -3.28763], [4.78091, 1.72055, -2.73883], [1.21855, 0.90572, 2.05327], [1.74681, 0.10046, 2.56233], [-0.14754, 0.42155, 1.53411], [-0.90818, 0.60200, 2.29592], [-0.11049, -0.65114, 1.33885], [1.08596, 1.74300, 2.74447], [1.94870, 2.53068, -0.72598], [1.97298, 3.44192, 0.79487], [-0.33276, 3.17951, -0.53943], [-0.06860, 0.66754, -0.61910], [-1.86740, -0.73655, -0.55348], [-4.50364, 0.56289, -1.62683], [-5.56359, 0.36971, -1.76631], [-3.98583, 0.37757, -2.56570], [-4.36930, 1.60534, -1.35323], [-4.70524, -0.08022, 0.78478], [-5.73586, -0.40874, 0.68195], [-4.69164, 0.98198, 1.00999], [-4.24210, -0.61073, 1.61230], [-3.56198, -3.81015, -0.33391]], "forces_ev_per_a": [[-0.10, 0.07, -0.20], [0.11, -0.04, 0.10], [-0.01, -0.03, 0.13], [0.14, 0.08, 0.25], [-0.01, 0.07, -0.08], [-0.05, 0.04, -0.10], [-0.36, 0.16, -0.13], [-0.15, -0.47, -0.17], [0.77, -0.26, -0.19], [-0.25, 0.35, 0.13], [-0.20, 0.37, 0.15], [-0.01, -0.21, -0.07], [-0.05, 0.04, -0.02], [-0.04, 0.33, -0.21], [-0.12, 0.09, 0.06], [0.50, -0.25, -0.15], [-0.07, 0.26, -0.10], [0.05, -0.30, 0.12], [-0.09, 0.09, 0.05], [0.13, 0.07, -0.27], [-0.20, -0.11, 0.22], [-0.01, 0.03, -0.01], [0.07, -0.06, 0.03], [0.03, -0.09, -0.01], [-0.01, -0.02, 0.03], [0.09, -0.07, -0.05], [-0.01, 0.00, 0.02], [0.09, 0.01, -0.05], [0.04, -0.02, -0.08], [0.00, 0.03, -0.03], [-0.15, -0.24, 0.27], [-0.13, 0.19, 0.06], [0.22, 0.03, -0.04], [-0.05, -0.04, 0.02], [-0.03, -0.05, 0.06], [0.01, -0.05, 0.01], [-0.11, 0.11, 0.17], [0.00, 0.00, -0.12], [0.00, 0.08, 0.07], [-0.03, -0.02, 0.02], [0.09, 0.11, 0.03], [0.10, -0.07, 0.17], [-0.16, -0.04, -0.03], [0.04, -0.05, -0.11], [-0.03, 0.09, -0.02], [0.10, 0.02, -0.14], [-0.16, -0.07, 0.00], [-0.04, 0.04, 0.05], [0.01, -0.08, 0.11], [0.03, -0.10, 0.03]], "nbo_charge": [-0.6113, 0.1978, 0.2104, -0.3984, 0.2132, 0.1983, 0.1302, -0.6358, 0.7084, -0.6397, -0.3134, -0.3986, 0.2121, -0.2200, -0.4026, 0.5874, -0.5490, 0.3091, -0.3924, 0.2952, -0.5477, -0.6489, 0.2256, 0.2227, 0.2310, 0.2145, -0.6526, 0.2247, 0.2234, 0.2322, -0.2242, 0.2506, -0.4003, 0.2142, 0.2064, 0.1922, 0.2384, 0.1915, 0.2271, 0.2081, 0.3946, -0.6172, 0.2063, 0.2045, 0.2383, -0.6300, 0.2062, 0.2447, 0.2084, 0.2144], "orbital_gap_ev": 8.710, "total_energy_ha": -958.907543, "smiles": "CCC(C)(C)NC(=O)C1CCN(c2nc(C)cc(C)n2)CC1", "spin_multiplicity": 1, "e_above_lowest_kj_mol": 0.0}